DFT (wB97M-V/def2-TZVPD) results for a structure of composition C55H47FeIN3P3SSi.

Results
LUMO energy (alpha / beta) (eV): 0.09 / 0.08
Energy relative to the best compared isomer or geometry (same formula, charge and spin) (kcal per mole): 30.6
<S²>: 6.02
HOMO level (alpha / beta) (eV): -6.448 / -7.362
Multiplicity: 5
Calculated total energy (eV): -151333.6160

The geometry in XYZ format:
```
112
C55H47FeIN3P3SSi | the Open Molecules 2025 dataset | wB97M-V/def2-TZVPD
Fe -2.13059 0.34978 -1.85433
C 5.82495 2.04716 1.51724
C 5.07839 2.27292 0.36198
C 3.68395 2.51092 0.47624
C 3.02186 2.50002 1.67469
C 3.80401 2.33700 2.83636
C 5.16822 2.05312 2.72637
P 1.25095 2.90043 1.91132
C 1.47941 4.48489 2.83375
C 2.46818 5.46664 2.52504
C 2.69938 6.52270 3.36738
C 2.10503 6.60792 4.61442
C 1.12116 5.67075 4.85043
C 0.88253 4.59414 4.04318
C 0.80703 3.38082 0.18870
C 0.73244 4.76515 -0.16823
C 0.34024 5.14841 -1.42938
C 0.11008 4.22972 -2.43302
C 0.19331 2.87198 -2.10049
C 0.39557 2.42671 -0.75129
Si 0.11170 0.56695 -0.93465
C 0.32137 -0.19141 0.76692
C 1.61078 -0.35407 1.29902
C 1.74699 -0.71763 2.63586
C 0.58627 -0.85302 3.43618
C -0.67839 -0.71994 2.89239
C -0.81929 -0.47051 1.54404
P -2.41782 -0.24759 0.75905
C -3.49408 -1.67488 1.13168
C -4.67669 -1.73553 0.32314
C -5.58222 -2.74906 0.39127
C -5.34304 -3.82308 1.29193
C -4.19643 -3.74453 2.16014
C -3.26756 -2.72384 2.00158
C -3.24705 1.07427 1.74103
C -2.42886 2.13047 2.18453
C -2.78928 3.26140 2.81147
C -4.10747 3.37041 3.20819
C -4.98032 2.35110 2.79393
C -4.58433 1.20575 2.07352
C 1.66058 0.07006 -1.98048
C 2.60399 0.89528 -2.63841
C 3.74186 0.39793 -3.23598
C 3.97302 -0.99579 -3.22899
C 3.14466 -1.87143 -2.57142
C 1.89525 -1.30744 -2.06561
P 0.58589 -2.27442 -1.31151
C 1.47144 -3.63215 -0.35025
C 1.37058 -3.86306 1.05082
C 2.04528 -4.90524 1.70586
C 2.80357 -5.79392 0.94686
C 2.90468 -5.60191 -0.40733
C 2.29714 -4.49293 -1.04221
C -0.06387 -3.45643 -2.63762
C -1.14894 -4.28639 -2.32145
C -1.73088 -5.02460 -3.32019
C -1.42656 -4.79822 -4.66242
C -0.39471 -3.86399 -5.00475
C 0.26455 -3.21986 -3.92812
H 6.90222 1.95485 1.47534
H 5.56540 2.38728 -0.60333
H 3.17971 2.66322 -0.43161
H 3.38643 2.33983 3.82165
H 5.65611 1.95989 3.59750
H 3.00262 5.28241 1.58005
H 3.36752 7.32088 3.04437
H 2.31745 7.51808 5.08416
H 0.54539 5.73097 5.80845
H 0.11456 3.84407 4.34630
H 1.04844 5.56628 0.51428
H 0.33935 6.18736 -1.68351
H -0.22129 4.59681 -3.38538
H 0.00537 2.13958 -2.84282
H 2.48365 -0.25145 0.66405
H 2.72156 -0.96350 3.03079
H 0.76574 -1.23740 4.48487
H -1.54470 -0.94785 3.38638
H -4.78760 -0.96288 -0.42738
H -6.33890 -2.83875 -0.31586
H -5.91444 -4.77488 1.38050
H -4.06796 -4.52757 2.87975
H -2.38399 -2.77892 2.65357
H -1.37813 1.97368 1.94624
H -1.98406 4.04497 3.00581
H -4.51009 4.07580 3.82632
H -6.02005 2.38547 3.08755
H -5.27102 0.41579 1.79101
H 2.50175 2.00490 -2.68408
H 4.34743 1.06301 -3.73383
H 4.78320 -1.41987 -3.86199
H 3.31561 -2.90194 -2.69628
H 0.61315 -3.21643 1.51916
H 2.07378 -4.99067 2.79817
H 3.41488 -6.58165 1.45276
H 3.52289 -6.25908 -1.00438
H 2.47981 -4.35929 -2.07584
H -1.46975 -4.44383 -1.24754
H -2.45454 -5.69295 -2.93336
H -1.90898 -5.37591 -5.41555
H -0.19543 -3.58912 -6.09190
H 0.84030 -2.34560 -4.14936
N -3.24576 -1.45008 -2.35918
N -3.18460 -1.94006 -3.73583
C -2.68224 -1.19631 -4.71690
N -2.89704 -1.75856 -5.98388
S -1.57851 0.06796 -4.56942
H -3.17387 -2.37603 -1.80193
H -4.13728 -0.96044 -2.13152
H -3.80997 -2.72884 -3.94410
H -3.69585 -2.25274 -6.23105
H -2.53857 -1.18639 -6.77768
I -4.69763 1.71384 -2.04194
```

Mulliken population analysis, charges in e, atoms 1 to 6:
1 Fe -0.144
2 C -0.560
3 C -0.708
4 C -0.203
5 C 0.592
6 C -0.759